# 1
C4H7N3 | ωB97M-V/def2-TZVPD

Summary:
- relative energy (zero: lowest compared OMol25 entry of this formula, charge and spin) (eV) = 0.4377
- E_tot (hartree) = -320.8672
- charge = 0
- SMILES string = [H]/N=C(\C#N)NCC
- HOMO (eV) = -9.8

Geometry as XYZ:
```
14
Properties=species:S:1:pos:R:3:forces:R:3:mulliken_charge:R:1
H -0.9818 0.8051 2.8775 0.033 -0.010 -0.098 0.24
N -0.4681 0.8075 2.0005 -0.179 -0.274 -0.088 -0.67
C -0.8031 -0.1820 1.2666 0.120 0.184 0.008 0.65
C -1.8525 -1.1330 1.6456 -0.773 -0.607 0.332 0.05
N -2.7239 -1.8254 1.9613 0.891 0.636 -0.319 -0.37
N -0.2241 -0.4445 0.0542 -0.163 -0.017 0.005 -0.27
C 0.5204 0.6147 -0.6138 0.088 0.172 -0.018 -0.29
C 1.4104 0.0843 -1.7266 0.006 -0.020 -0.037 -1.15
H -0.7207 -1.0889 -0.5440 0.045 0.029 0.095 0.25
H -0.1864 1.3529 -1.0198 0.131 -0.025 0.097 0.26
H 1.1122 1.1196 0.1524 -0.076 -0.046 -0.137 0.30
H 0.8365 -0.4710 -2.4778 0.058 0.062 0.118 0.33
H 2.1979 -0.5689 -1.3396 -0.139 0.068 -0.023 0.32
H 1.8833 0.9296 -2.2365 -0.041 -0.151 0.065 0.35
```
Forces are in eV/Å.

# 2
C2H6N2O2 | ωB97M-V/def2-TZVPD

Summary:
- relative energy (zero: lowest compared OMol25 entry of this formula, charge and spin) (eV) = 5.7573
- E_tot (hartree) = -339.6211
- charge = 0
- SMILES string = C/N=[N+](/[O-])OC
- HOMO (eV) = -10.0

Geometry as XYZ:
```
12
Properties=species:S:1:pos:R:3:forces:R:3:mulliken_charge:R:1
C -1.8863 0.7656 -0.0170 -2.652 0.362 2.376 -0.63
N -1.3854 -0.4033 0.6976 -1.650 -0.548 -0.403 -0.73
N -0.2331 -0.7749 0.4938 0.267 3.303 -0.110 1.40
O 0.3883 -1.6179 1.0303 0.309 -2.944 1.260 -0.73
O 0.5900 0.1594 -0.2614 0.136 -0.005 -0.582 -0.36
C 1.9584 -0.2935 -0.3682 -1.010 1.499 1.095 -0.60
H -1.1943 1.1105 -0.6632 2.007 1.153 -2.375 0.35
H -2.0029 1.6066 0.7639 -0.200 -1.336 -1.081 0.24
H -2.8789 0.6050 -0.5722 1.431 -0.135 1.213 0.26
H 2.0695 -0.6498 -1.3530 0.658 -0.163 -1.248 0.27
H 2.0181 -1.1092 0.3240 0.868 -0.221 0.306 0.33
H 2.5566 0.6015 -0.0748 -0.163 -0.965 -0.453 0.20
```
Forces are in eV/Å.